DFT (ωB97M-V/def2-TZVPD) results for the molecule C7H16BNO4 in a non-equilibrium geometry.

Results
E_LUMO, eV: -0.2
DFT total energy, eV: -17876.5930
Orbital gap, eV: 9.051
Total charge: 0

Bonds (Å) are listed after each position.
Geometry (Å):
1 C 0.496 1.019 2.802  C2 1.528, H14 1.084, H15 1.115, H16 1.104
2 C 0.696 0.572 1.355  C1 1.528, N3 1.522, C4 1.586, C11 1.533
3 N 2.085 1.040 0.947  C2 1.522, H17 1.060, H18 1.016, H19 1.070
4 C 0.691 -1.012 1.271  C2 1.586, C5 1.543, H20 1.138, H21 1.049
5 C 0.707 -1.663 -0.128  C4 1.543, C6 1.535, H22 1.093, H23 1.097
6 C -0.550 -1.570 -1.004  C5 1.535, C7 1.475, H24 1.072, H25 1.102
7 C -0.424 -0.547 -2.059  C6 1.475, B8 1.665, H26 1.088, H27 1.090
8 B -1.902 0.098 -2.476  C7 1.665, O9 1.393, O10 1.426
9 O -2.145 1.456 -2.293  B8 1.393, H28 0.931
10 O -2.867 -0.826 -2.973  B8 1.426, H29 0.952
11 C -0.290 1.159 0.339  C2 1.533, O12 1.201, O13 1.260
12 O -1.423 0.786 0.485  C11 1.201
13 O 0.154 1.950 -0.535  C11 1.260
14 H 1.294 0.642 3.431  C1 1.084
15 H -0.485 0.873 3.312  C1 1.115
16 H 0.671 2.105 2.890  C1 1.104
17 H 1.940 1.966 1.444  N3 1.060
18 H 2.863 0.515 1.336  N3 1.016
19 H 2.183 1.336 -0.076  N3 1.070
20 H -0.295 -1.362 1.718  C4 1.138
21 H 1.467 -1.348 1.891  C4 1.049
22 H 1.493 -1.174 -0.709  C5 1.093
23 H 1.082 -2.691 -0.056  C5 1.097
24 H -1.468 -1.357 -0.494  C6 1.072
25 H -0.879 -2.561 -1.359  C6 1.102
26 H 0.068 0.347 -1.682  C7 1.088
27 H 0.063 -0.893 -2.970  C7 1.090
28 H -1.478 1.706 -1.692  O9 0.931
29 H -3.747 -0.568 -2.714  O10 0.952